Record 1
{
  "formula": "C5H4B6F32Li3O",
  "method": "ωB97M-V/def2-TZVPD",
  "elements": ["Li", "Li", "Li", "B", "F", "F", "F", "F", "B", "F", "F", "F", "F", "B", "F", "F", "F", "F", "B", "F", "F", "F", "F", "B", "F", "F", "F", "F", "B", "F", "F", "F", "F", "C", "C", "C", "F", "F", "F", "F", "O", "C", "C", "F", "F", "F", "F", "H", "H", "H", "H"],
  "xyz": [[-4.852, -4.136, -1.492], [-0.071, -3.503, 4.638], [1.178, -2.817, -2.288], [-1.366, -2.261, 1.090], [-0.353, -3.209, 1.210], [-0.791, -1.020, 1.242], [-1.942, -2.262, -0.190], [-2.330, -2.590, 2.055], [0.663, -0.181, -5.519], [-0.580, -0.202, -6.080], [1.367, 0.761, -6.258], [0.738, 0.128, -4.156], [1.228, -1.454, -5.622], [-1.588, -8.573, 4.286], [-2.780, -9.146, 4.535], [-1.547, -7.342, 4.748], [-0.631, -9.273, 4.981], [-1.402, -8.540, 2.926], [0.298, -8.176, -3.748], [-0.680, -8.860, -3.081], [1.498, -8.780, -3.274], [0.198, -8.481, -5.136], [0.285, -6.918, -3.313], [4.144, -4.632, 6.545], [4.793, -3.472, 6.448], [3.386, -4.761, 7.737], [3.298, -4.903, 5.459], [5.026, -5.712, 6.633], [5.310, -3.472, 0.179], [5.013, -4.724, 0.520], [4.696, -3.117, -0.994], [4.977, -2.636, 1.138], [6.582, -3.254, -0.137], [-1.333, 8.720, -1.553], [-1.706, 10.117, -0.969], [-2.930, 10.053, -0.044], [-3.346, 11.331, 0.285], [-3.990, 9.461, -0.605], [-0.647, 10.639, -0.361], [-1.990, 10.877, -1.990], [-0.895, 7.868, -0.530], [-0.866, 6.494, -0.897], [-2.263, 5.789, -0.700], [-2.732, 6.268, 0.441], [-3.141, 6.205, -1.652], [-0.479, 6.480, -2.184], [-0.006, 5.758, -0.185], [-0.521, 8.932, -2.249], [-2.190, 8.229, -2.015], [-2.580, 9.592, 0.880], [-2.152, 4.706, -0.758]],
  "lowdin_charge": [0.98, 0.95, 0.94, -1.32, 0.11, 0.12, 0.06, 0.08, -1.35, 0.12, 0.09, 0.08, 0.08, -1.53, 0.13, 0.17, 0.11, 0.12, -1.35, 0.10, 0.05, 0.05, 0.16, -1.35, 0.17, 0.04, 0.08, 0.08, -1.60, 0.18, 0.09, 0.19, 0.16, -0.07, -0.52, -0.28, 0.06, 0.12, 0.15, 0.16, 0.02, -0.50, -0.28, 0.12, 0.08, 0.15, 0.17, 0.15, 0.13, 0.17, 0.18],
  "e_homo_ev": -4.05,
  "lumo_energy_ev": 0.774,
  "gap_ev": 4.83,
  "total_charge": -3
}

Record 2
{
  "formula": "C5H4BF4INTl",
  "method": "ωB97M-V/def2-TZVPD",
  "elements": ["Tl", "I", "C", "C", "C", "C", "C", "N", "H", "H", "H", "H", "F", "B", "F", "F", "F"],
  "xyz": [[-0.137, 0.084, -2.759], [2.081, -1.115, 1.192], [0.264, -0.056, 1.560], [0.061, 0.594, 2.762], [-1.044, 1.442, 2.817], [-1.845, 1.620, 1.712], [-1.513, 1.001, 0.509], [-0.517, 0.109, 0.475], [0.735, 0.518, 3.578], [-1.284, 1.968, 3.796], [-2.652, 2.307, 1.889], [-1.934, 1.250, -0.430], [0.551, -2.539, -2.651], [1.591, -1.996, -3.434], [2.517, -2.931, -3.732], [2.103, -0.917, -2.706], [1.024, -1.341, -4.578]],
  "lowdin_charge": [1.15, 0.86, -0.74, -0.13, -0.07, -0.07, -0.15, -0.03, 0.09, 0.14, 0.10, 0.06, 0.05, -1.43, 0.20, -0.01, 0.00],
  "e_homo_ev": -9.47,
  "lumo_energy_ev": -0.329,
  "gap_ev": 9.14
}

Record 3
{
  "formula": "C5H4Br2O",
  "method": "ωB97M-V/def2-TZVPD",
  "elements": ["O", "C", "C", "C", "C", "Br", "C", "Br", "H", "H", "H", "H"],
  "xyz": [[2.354, -0.304, -0.578], [1.225, -0.177, -0.228], [0.069, -0.850, -0.963], [-1.077, 0.094, -0.754], [-0.887, 0.931, 0.276], [-2.046, 2.097, 1.097], [0.742, 0.458, 0.983], [0.248, -0.878, 2.252], [-0.248, -1.834, -0.448], [0.327, -0.973, -2.030], [-1.989, 0.160, -1.216], [1.283, 1.275, 1.610]],
  "lowdin_charge": [0.13, -0.55, -0.12, -0.16, -0.73, 0.76, -0.55, 0.76, 0.14, 0.13, 0.08, 0.12],
  "e_homo_ev": -9.53,
  "relative_energy_kj_mol": 13.7,
  "lumo_energy_ev": 0.231,
  "gap_ev": 9.76
}

Record 4
{
  "formula": "C5H4Br2S",
  "method": "ωB97M-V/def2-TZVPD",
  "elements": ["C", "C", "C", "C", "C", "S", "Br", "Br", "H", "H", "H", "H"],
  "xyz": [[-0.668, 0.509, 0.902], [0.058, -0.424, 1.676], [-0.644, 1.001, -0.325], [-0.833, 1.030, -1.639], [1.547, -1.058, -0.314], [1.131, -1.590, 1.261], [-0.171, -0.252, 3.646], [1.945, -2.340, -1.730], [-1.342, 1.054, 1.667], [-1.552, 0.551, -2.223], [-0.325, 1.836, -2.196], [0.855, -0.317, -0.723]],
  "mulliken_spin": [-0.16, 0.56, 0.46, -0.06, 0.75, 0.23, 0.02, 0.08, 0.00, 0.02, 0.04, 0.05],
  "multiplicity": 3,
  "s2": 2.038,
  "e_homo_ev": [-7.11, -9.96],
  "relative_energy_kj_mol": 0.0,
  "lumo_energy_ev": [0.022, -1.779],
  "gap_ev": [7.13, 8.18]
}

Record 5
{
  "formula": "C5H4BrCuF8OPt",
  "method": "ωB97M-V/def2-TZVPD",
  "elements": ["Pt", "Cu", "Br", "C", "C", "C", "F", "F", "F", "F", "O", "C", "C", "F", "F", "F", "F", "H", "H", "H", "H"],
  "xyz": [[3.324, 0.567, -3.155], [0.270, 1.317, -3.590], [1.593, -0.310, -3.200], [-1.036, 0.144, -0.008], [-0.008, -0.620, -0.937], [-0.601, -0.742, -2.308], [-1.752, -1.283, -2.276], [-0.759, 0.468, -2.902], [1.146, 0.084, -0.990], [0.302, -1.766, -0.370], [-0.643, 0.720, 1.304], [-0.010, -0.124, 2.286], [0.202, 0.783, 3.556], [-0.916, 1.278, 4.063], [0.967, 0.257, 4.532], [-0.791, -1.217, 2.445], [1.193, -0.531, 1.766], [-1.943, -0.456, 0.071], [-1.405, 1.031, -0.522], [0.067, -1.239, -3.011], [0.800, 1.640, 3.247]],
  "mulliken_spin": [0.99, 0.29, 0.65, 0.00, 0.00, 0.02, 0.00, 0.03, 0.03, 0.01, 0.00, 0.00, 0.00, 0.00, 0.00, 0.00, 0.00, 0.00, 0.00, -0.01, 0.00],
  "multiplicity": 3,
  "s2": 2.014,
  "e_homo_ev": [-17.24, -17.24],
  "relative_energy_kj_mol": 712.2,
  "lumo_energy_ev": [-9.817, -12.759],
  "gap_ev": [7.42, 4.48],
  "total_charge": 2
}

Record 6
{
  "formula": "C5H4Cl2O",
  "method": "ωB97M-V/def2-TZVPD",
  "elements": ["C", "C", "C", "C", "C", "O", "Cl", "Cl", "H", "H", "H", "H"],
  "xyz": [[-0.970, 0.248, -1.362], [-0.083, 0.133, -0.519], [0.925, -0.406, 0.450], [-2.111, 0.375, -2.291], [1.920, -0.297, 2.489], [1.611, -1.299, 0.082], [-3.548, 0.724, -1.260], [2.443, 1.354, 2.838], [1.408, -0.567, 3.441], [-2.396, -0.427, -2.860], [-1.833, 1.237, -3.020], [2.634, -1.075, 2.011]],
  "lowdin_charge": [-0.10, 0.06, -0.21, -0.55, -0.46, 0.02, 0.55, 0.48, 0.01, 0.03, 0.12, 0.06],
  "e_homo_ev": [-8.84, -8.84],
  "relative_energy_kj_mol": 451.5,
  "lumo_energy_ev": [-0.377, -0.375],
  "gap_ev": [8.46, 8.47]
}

no.,energy (eV)
1,-98967.666
2,-31086.646
3,-147380.091
4,-156164.220
5,-146934.067
6,-32336.324